Here is a structure of composition C22H30Cl2N12O2PPtS2 from OMol25. Energies are from ωB97M-V/def2-TZVPD.

Last column: Mulliken charge in e.
CARTESIAN COORDINATES (ANGSTROEM)
Pt: 0.272 0.157 -0.030  1.24
N: 0.908 0.968 -2.419  -0.43
N: 0.670 2.342 -2.512  -0.24
C: -0.185 2.983 -1.679  0.42
N: -0.427 4.256 -1.938  -0.34
N: -0.729 2.237 -0.709  -0.11
N: -1.627 2.830 0.158  0.66
O: -1.654 4.031 0.312  -0.73
O: -2.313 2.040 0.779  -0.51
H: 1.909 0.797 -2.377  0.29
H: 0.529 0.496 -3.235  0.26
H: 1.116 2.861 -3.254  0.19
H: -0.057 4.697 -2.764  0.19
H: -0.963 4.803 -1.277  0.19
S: 1.463 -2.046 0.539  -0.31
C: 2.164 -2.807 -0.796  0.37
N: 3.042 -3.779 -0.689  -0.18
C: 3.459 -4.474 -1.913  -0.63
C: 3.138 -3.525 -3.069  -0.58
S: 1.815 -2.430 -2.450  0.00
H: 3.314 -4.115 0.227  0.25
H: 2.918 -5.417 -1.996  0.32
H: 4.525 -4.685 -1.864  0.34
H: 2.775 -4.061 -3.942  0.44
H: 3.992 -2.915 -3.353  0.32
C: -4.988 -1.027 0.120  -0.68
N: -4.409 -0.859 -1.306  0.09
C: -4.203 -2.265 -1.903  -0.73
N: -3.378 -3.049 -1.057  0.23
C: -3.975 -3.169 0.274  -0.97
N: -4.145 -1.859 0.900  0.21
C: -2.869 -1.235 1.253  -1.30
P: -1.836 -0.931 -0.247  2.12
C: -3.125 -0.081 -1.278  -1.37
C: -1.985 -2.603 -1.018  -1.16
H: -5.972 -1.478 -0.010  0.35
H: -5.084 -0.028 0.543  0.41
H: -5.093 -0.356 -1.875  0.35
H: -3.768 -2.131 -2.893  0.37
H: -5.197 -2.704 -1.990  0.36
H: -3.342 -3.793 0.902  0.36
H: -4.950 -3.648 0.181  0.32
H: -2.337 -1.902 1.931  0.43
H: -3.038 -0.291 1.773  0.48
H: -2.774 0.030 -2.305  0.44
H: -3.331 0.901 -0.858  0.61
H: -1.393 -3.316 -0.442  0.43
H: -1.572 -2.588 -2.029  0.44
N: 0.353 4.447 4.684  -0.40
C: 0.194 3.349 4.391  -0.29
C: 0.034 1.973 4.017  -0.10
C: -0.224 0.962 4.937  -0.41
C: -0.325 -0.338 4.465  -1.25
C: -0.171 -0.581 3.113  -0.12
N: 0.056 0.396 2.226  -0.06
C: 0.160 1.645 2.674  0.37
H: -0.332 1.189 5.989  0.57
H: -0.510 -1.161 5.141  0.49
H: -0.200 -1.594 2.727  0.62
H: 0.365 2.419 1.947  0.21
Cl: 4.462 -0.371 -0.572  -0.08
C: 4.510 1.242 0.022  0.74
C: 5.705 1.873 0.237  -0.60
C: 5.714 3.198 0.679  -0.47
C: 4.525 3.904 0.872  -0.66
C: 3.321 3.286 0.659  0.83
Cl: 1.858 4.171 0.841  -0.13
C: 3.254 1.902 0.273  -0.91
N: 2.128 1.250 0.163  0.01
H: 6.632 1.345 0.057  0.49
H: 6.659 3.693 0.857  0.43
H: 4.544 4.940 1.182  0.51

The max |F| is 0.4 eV/A. As for the spin multiplicity: 5. Its molar mass is 855.7 g/mol. The expectation value of S² is 6.0641. Its orbital gap (spin up / spin down) is 7.80 / 7.33 eV. Its energy relative to the best compared isomer or geometry (same formula, charge and spin) is 96.1 kJ/mol. As for the total charge: +3.

Here is a structure of composition C22H30F5N2OP2RhS from OMol25. Energies are from ωB97M-V/def2-TZVPD.

Last column: Mulliken charge in e.
CARTESIAN COORDINATES (ANGSTROEM)
Rh: -0.403 -0.441 -0.316  -0.36
C: -0.561 2.354 -2.629  -1.27
P: -0.828 1.864 -0.905  1.20
C: -0.264 3.283 0.071  -1.27
C: -2.661 1.858 -0.738  -0.99
C: -3.125 1.213 0.577  -1.19
P: -2.535 -0.519 0.781  1.31
C: -2.756 -0.798 2.560  -1.25
C: -3.810 -1.550 0.003  -1.32
H: -1.078 3.295 -2.824  0.45
H: -0.938 1.586 -3.304  0.35
H: 0.505 2.487 -2.815  0.39
H: -0.837 4.164 -0.217  0.43
H: 0.793 3.460 -0.128  0.42
H: -0.387 3.098 1.138  0.39
H: -3.063 1.314 -1.597  0.37
H: -3.016 2.889 -0.803  0.51
H: -4.215 1.214 0.644  0.50
H: -2.747 1.783 1.430  0.38
H: -3.810 -0.653 2.804  0.50
H: -2.163 -0.082 3.129  0.20
H: -2.463 -1.811 2.836  0.43
H: -4.778 -1.345 0.462  0.45
H: -3.561 -2.603 0.140  0.39
H: -3.865 -1.342 -1.067  0.38
F: -3.035 -5.116 -5.451  -0.22
C: -2.390 -4.213 -4.772  0.56
C: -1.999 -4.494 -3.458  0.05
F: -2.297 -5.659 -2.920  -0.25
C: -1.314 -3.545 -2.749  0.07
F: -0.948 -3.793 -1.504  -0.31
C: -0.985 -2.295 -3.329  0.74
S: 0.012 -1.177 -2.526  -0.21
C: -1.418 -2.035 -4.652  0.19
F: -1.161 -0.863 -5.193  -0.27
C: -2.115 -2.974 -5.363  0.25
F: -2.531 -2.727 -6.585  -0.23
C: 0.001 -2.240 7.142  -1.05
C: 1.445 -1.929 6.767  -0.74
N: 1.625 -1.548 5.355  0.16
C: 1.921 -0.149 5.057  -0.79
C: 0.693 0.753 5.159  -0.68
C: 1.507 -2.524 4.439  0.40
O: 1.222 -3.680 4.705  -0.60
C: 1.785 -2.234 2.978  -0.13
C: 2.730 -3.026 2.334  -0.33
C: 2.922 -2.890 0.969  -0.92
C: 2.135 -1.995 0.274  -0.26
N: 1.190 -1.261 0.882  -0.25
C: 1.033 -1.372 2.213  0.39
H: -0.057 -2.453 8.210  0.39
H: -0.353 -3.115 6.602  0.32
H: -0.655 -1.393 6.926  0.26
H: 2.057 -2.809 6.957  0.39
H: 1.827 -1.108 7.372  0.41
H: 2.360 -0.081 4.064  0.44
H: 2.674 0.194 5.767  0.40
H: -0.137 0.349 4.573  -0.05
H: 0.934 1.754 4.797  0.38
H: 0.357 0.844 6.192  0.38
H: 3.294 -3.753 2.906  0.56
H: 3.657 -3.486 0.446  0.46
H: 2.255 -1.859 -0.792  0.56
H: 0.266 -0.751 2.660  0.17

The max |F| is 0.8 eV/A. As for the spin multiplicity: 5. Its molar mass is 630.4 g/mol. The expectation value of S² is 6.0288. Its orbital gap (spin up / spin down) is 8.64 / 4.53 eV. Its energy relative to the best compared isomer or geometry (same formula, charge and spin) is 73.7 kJ/mol. As for the total charge: +2.